{"formula": "C25H27N4O3PRhS", "method": "ωB97M-V with the def2-TZVPD basis set", "symbols": ["Rh", "N", "C", "C", "O", "N", "C", "C", "O", "O", "H", "H", "H", "H", "H", "H", "S", "C", "N", "C", "C", "N", "H", "H", "H", "H", "H", "H", "C", "C", "C", "C", "C", "C", "P", "C", "C", "C", "C", "C", "C", "C", "C", "C", "C", "C", "C", "H", "H", "H", "H", "H", "H", "H", "H", "H", "H", "H", "H", "H", "H", "H"], "xyz": [[0.92, -0.73, -0.67], [2.95, -0.52, -1.16], [3.72, -1.60, -0.47], [2.83, -2.75, 0.02], [3.31, -3.80, 0.41], [1.51, -2.43, 0.03], [0.49, -3.27, 0.62], [-0.87, -2.58, 0.48], [-1.87, -3.05, 0.95], [-0.88, -1.44, -0.19], [3.04, -0.62, -2.17], [3.35, 0.39, -0.93], [4.20, -1.18, 0.41], [4.50, -2.01, -1.11], [0.68, -3.47, 1.68], [0.44, -4.24, 0.12], [0.08, 0.94, -2.21], [-1.53, 0.30, -2.25], [-2.53, 0.72, -1.49], [-3.63, -0.25, -1.51], [-3.34, -1.02, -2.81], [-1.93, -0.69, -3.02], [-2.36, 1.34, -0.71], [-4.60, 0.26, -1.54], [-3.57, -0.89, -0.64], [-3.94, -0.67, -3.65], [-3.48, -2.09, -2.69], [-1.33, -1.10, -3.73], [1.55, -1.28, 5.29], [2.20, -1.82, 4.19], [1.98, -1.31, 2.93], [1.09, -0.25, 2.74], [0.45, 0.30, 3.86], [0.68, -0.22, 5.12], [0.89, 0.56, 1.14], [2.23, 1.78, 1.05], [3.12, 1.92, 2.12], [4.16, 2.84, 2.04], [4.31, 3.62, 0.90], [3.42, 3.49, -0.16], [2.39, 2.57, -0.09], [-0.70, 1.42, 1.27], [-0.83, 2.77, 0.95], [-2.07, 3.38, 1.05], [-3.18, 2.66, 1.47], [-3.05, 1.31, 1.79], [-1.82, 0.69, 1.68], [1.72, -1.69, 6.28], [2.89, -2.65, 4.32], [2.50, -1.74, 2.09], [-0.23, 1.14, 3.74], [0.17, 0.22, 5.97], [3.01, 1.32, 3.01], [4.85, 2.94, 2.86], [5.12, 4.33, 0.85], [3.54, 4.11, -1.04], [1.70, 2.49, -0.92], [0.02, 3.35, 0.64], [-2.17, 4.43, 0.80], [-4.14, 3.14, 1.55], [-3.91, 0.74, 2.12], [-1.73, -0.37, 1.93]], "nbo_charge": [0.677, -0.758, -0.327, 0.631, -0.598, -0.614, -0.364, 0.777, -0.601, -0.750, 0.404, 0.413, 0.229, 0.238, 0.234, 0.249, -0.228, 0.400, -0.559, -0.231, -0.228, -0.555, 0.442, 0.224, 0.234, 0.211, 0.233, 0.433, -0.184, -0.138, -0.212, -0.429, -0.179, -0.202, 1.423, -0.458, -0.175, -0.201, -0.159, -0.229, -0.162, -0.446, -0.187, -0.208, -0.190, -0.246, -0.118, 0.232, 0.226, 0.227, 0.229, 0.232, 0.237, 0.234, 0.232, 0.232, 0.226, 0.232, 0.234, 0.234, 0.237, 0.240], "homo_energy_ev": -11.28, "total_charge": 1}